{"formula": "C4H6NO", "method": "ωB97M-V/def2-TZVPD", "species": ["C", "C", "C", "C", "N", "O", "H", "H", "H", "H", "H", "H"], "positions_angstrom": [[-0.08381, 1.49787, -0.24692], [1.84506, -0.38406, 0.50124], [0.57819, 0.56337, 0.58841], [-1.71348, -0.51455, -0.26087], [-0.70085, 0.39590, -0.00203], [1.83305, -0.43039, -0.81524], [-0.16434, 2.42266, -0.79033], [2.69129, 0.12487, 0.98069], [1.58716, -1.31312, 1.03089], [-1.31545, -1.30137, -0.92465], [-2.57930, -0.04482, -0.73761], [-1.97752, -1.01635, 0.67643]], "atomic_forces_ev_per_a": [[-0.165, -0.991, 0.514], [0.549, -0.373, 0.811], [0.634, -0.410, -1.064], [-1.650, -1.649, -0.436], [1.577, 1.891, 0.080], [-0.865, 0.716, 0.164], [-0.114, 0.170, -0.211], [-0.151, 0.031, -0.008], [-0.006, 0.134, -0.006], [0.041, 0.301, 0.098], [0.246, -0.004, 0.194], [-0.096, 0.183, -0.136]], "largest_force_ev_per_a": 2.46, "e_homo_ev": [-14.90, -14.50], "charge": 1}

{"formula": "C26H53Cl12N2O2", "method": "ωB97M-V/def2-TZVPD", "species": ["C", "O", "C", "C", "C", "C", "C", "C", "C", "C", "C", "C", "C", "C", "C", "C", "C", "C", "N", "N", "C", "C", "O", "C", "H", "H", "H", "H", "H", "H", "H", "H", "H", "H", "H", "H", "H", "H", "H", "H", "H", "H", "H", "H", "H", "H", "H", "H", "H", "H", "H", "H", "H", "H", "H", "H", "H", "H", "H", "H", "H", "H", "H", "H", "H", "C", "Cl", "Cl", "H", "H", "C", "Cl", "Cl", "H", "H", "C", "Cl", "Cl", "H", "H", "C", "Cl", "Cl", "H", "H", "C", "Cl", "Cl", "H", "H", "C", "Cl", "Cl", "H", "H"], "positions_angstrom": [[4.75283, -5.28289, 0.72714], [3.53146, -5.87367, 0.34480], [2.82309, -5.21548, -0.68837], [1.61901, -4.46906, -0.12630], [0.78657, -3.80386, -1.22698], [-0.71479, -3.65097, -0.89832], [-1.07851, -3.32269, 0.54952], [-0.92030, -1.83199, 0.93038], [-2.28380, -1.18907, 1.20523], [-2.37399, 0.33630, 1.24039], [-1.71122, 1.11792, 0.09088], [-1.98489, 0.52571, -1.29157], [-1.23809, 1.15131, -2.49758], [0.03150, 1.96114, -2.22672], [1.29722, 1.15311, -1.82434], [1.71232, 1.36085, -0.34656], [3.20472, 1.66410, -0.28509], [4.15523, 0.47434, -0.00866], [4.60478, -0.15506, -1.25539], [3.53072, 2.22439, -1.63304], [3.70979, 3.71544, -1.71271], [2.67333, 4.44513, -0.86434], [3.00096, 5.12403, 0.07401], [2.54482, 1.62834, -2.61149], [5.34516, -4.94547, -0.13093], [5.33687, -6.05123, 1.23863], [4.59705, -4.45944, 1.43729], [2.46994, -5.98181, -1.38734], [3.49044, -4.54893, -1.25187], [1.00944, -5.20928, 0.39967], [1.95299, -3.72424, 0.60459], [1.21938, -2.83855, -1.51921], [0.85605, -4.43143, -2.12437], [-1.20956, -4.58327, -1.18977], [-1.13794, -2.87766, -1.55239], [-2.13693, -3.57893, 0.67782], [-0.54185, -3.96376, 1.25213], [-0.28617, -1.75817, 1.82179], [-0.38706, -1.31237, 0.12236], [-2.60880, -1.54214, 2.18867], [-3.02769, -1.58186, 0.50046], [-3.43353, 0.61157, 1.29001], [-1.93842, 0.69712, 2.18184], [-0.64315, 1.18550, 0.29439], [-2.11814, 2.13259, 0.14230], [-1.80018, -0.54993, -1.28197], [-3.05640, 0.62658, -1.47613], [-1.92012, 1.77420, -3.07840], [-0.96778, 0.32041, -3.16304], [0.26060, 2.47155, -3.17086], [-0.15296, 2.75016, -1.48968], [1.14490, 0.10306, -2.08416], [1.16091, 2.23298, 0.01259], [1.45458, 0.54199, 0.32738], [3.35871, 2.39009, 0.51493], [3.65674, -0.21861, 0.67575], [5.03958, 0.84603, 0.51211], [5.48618, -0.63212, -1.10936], [3.94598, -0.86786, -1.55192], [4.43201, 1.80377, -1.90486], [3.60572, 4.00749, -2.75942], [4.70163, 3.96660, -1.33754], [1.60702, 4.32478, -1.14503], [2.36355, 2.31214, -3.43968], [3.05312, 0.75968, -3.03101], [2.94928, -6.29625, 3.72764], [1.19771, -6.40659, 3.92749], [3.62963, -4.89953, 4.58508], [3.40064, -7.19325, 4.13379], [3.16053, -6.19051, 2.66920], [-5.41195, -1.51376, 4.47545], [-4.76322, -2.72043, 3.35939], [-4.66675, 0.07167, 4.23848], [-6.47622, -1.42188, 4.29717], [-5.20758, -1.83509, 5.48944], [-5.27787, -1.14575, -3.52998], [-3.87656, -0.60471, -4.46443], [-5.42516, -0.29208, -1.99000], [-6.17136, -0.95522, -4.11182], [-5.16215, -2.20253, -3.32236], [-2.38053, 5.40430, -1.15016], [-0.88534, 5.20108, -0.21087], [-3.11856, 3.86763, -1.60704], [-3.08141, 5.94990, -0.53017], [-2.14379, 5.95625, -2.05134], [2.42621, 8.45980, 1.03743], [3.65340, 9.64303, 0.57039], [1.44214, 9.00511, 2.39865], [1.77184, 8.29691, 0.18910], [2.92604, 7.54195, 1.32149], [-7.63148, 2.50073, 3.27367], [-8.09594, 0.84198, 3.66708], [-7.72611, 2.83102, 1.54081], [-8.30409, 3.17316, 3.79185], [-6.60604, 2.64448, 3.59383]], "atomic_forces_ev_per_a": [[0.109, -0.106, 0.278], [0.217, -0.158, -0.181], [-0.221, 0.116, 0.076], [0.017, 0.059, -0.244], [-0.103, -0.108, -0.062], [0.125, -0.086, -0.125], [-0.312, 0.165, 0.059], [0.192, -0.152, -0.014], [-0.084, 0.013, 0.136], [0.159, 0.175, 0.099], [-0.268, -0.209, 0.140], [-0.082, 0.276, -0.013], [0.021, -0.478, 0.139], [0.096, -0.037, -0.261], [0.051, 0.632, -0.167], [-0.271, -0.061, -0.125], [-0.141, -0.542, 0.634], [0.031, -0.083, -0.052], [-0.069, -0.105, 0.186], [0.468, 0.564, -0.612], [-0.267, 0.001, 0.287], [-0.032, 0.250, 0.263], [-0.143, -0.274, -0.423], [-0.117, -0.698, -0.049], [-0.140, 0.050, -0.008], [-0.058, 0.054, -0.007], [0.047, 0.081, -0.162], [0.056, 0.028, 0.059], [-0.010, 0.005, 0.060], [0.056, 0.081, 0.058], [-0.068, -0.124, 0.084], [0.049, -0.002, 0.165], [-0.008, 0.128, -0.002], [0.035, 0.024, 0.130], [-0.029, -0.086, 0.031], [0.122, -0.032, 0.042], [0.045, 0.024, -0.108], [-0.056, 0.166, -0.062], [-0.031, 0.018, 0.057], [-0.069, -0.050, -0.172], [0.174, 0.046, -0.079], [0.056, -0.090, -0.019], [-0.045, -0.007, -0.093], [0.009, -0.033, -0.071], [0.310, -0.032, -0.061], [0.052, 0.039, 0.064], [0.112, -0.086, -0.032], [0.062, 0.037, 0.109], [-0.008, 0.190, -0.077], [-0.055, 0.018, 0.107], [-0.072, -0.098, -0.058], [-0.039, -0.006, 0.220], [0.093, -0.051, 0.123], [0.034, -0.044, -0.148], [0.271, 0.230, -0.330], [-0.035, 0.088, -0.026], [-0.031, 0.032, -0.066], [0.011, 0.061, -0.038], [0.039, 0.005, -0.048], [-0.081, -0.183, 0.150], [0.112, -0.014, 0.061], [-0.056, -0.019, -0.023], [0.159, 0.021, -0.017], [-0.092, 0.179, 0.275], [0.064, 0.124, 0.010], [0.025, -0.011, -0.071], [-0.023, 0.010, -0.019], [0.011, -0.009, -0.067], [-0.024, 0.012, 0.042], [-0.042, 0.005, 0.027], [-0.046, -0.036, 0.033], [-0.085, -0.085, 0.050], [0.087, 0.063, 0.000], [0.014, 0.045, -0.024], [0.026, -0.010, -0.018], [-0.066, -0.049, 0.028], [0.052, 0.013, -0.012], [-0.170, -0.035, 0.016], [0.022, 0.022, -0.009], [0.018, 0.009, -0.005], [-0.141, 0.061, -0.023], [0.022, -0.003, 0.021], [-0.024, 0.175, -0.043], [0.017, -0.012, 0.015], [0.035, -0.018, 0.006], [-0.006, -0.067, -0.022], [0.007, -0.006, -0.011], [-0.009, -0.003, 0.004], [-0.009, 0.026, 0.008], [0.003, 0.018, 0.016], [0.112, 0.015, 0.059], [-0.150, -0.028, -0.015], [0.012, 0.002, -0.016], [-0.023, -0.013, -0.028], [-0.004, -0.016, -0.009]], "largest_force_ev_per_a": 0.96, "e_homo_ev": -11.75, "charge": 1}

Calculated relative energy (zero: lowest compared OMol25 entry of this formula, charge and spin) in order - 544.6 0.0 kJ/mol
Calculated electronic energy in order - -285.51478 -6804.47545 Ha